Formula: ClH18O9
Source: OMol25
Level of theory: ωB97M-V/def2-TZVPD

Values from the calculation:
2S+1	1
total charge	-1

Geometry (Å):
1 Cl 24.5787 -7.3027 12.1822
2 O 22.0399 -9.4838 12.4636
3 H 22.7608 -9.7925 13.0318
4 H 22.3810 -8.6735 12.0646
5 O 23.8815 -6.8026 15.3284
6 H 24.4975 -6.5791 16.0314
7 H 24.4343 -6.8872 14.5394
8 O 27.1359 -5.3464 13.4300
9 H 27.8903 -5.9219 13.5772
10 H 26.5805 -5.8290 12.8015
11 O 25.6491 -4.8974 10.1709
12 H 25.1738 -5.5960 10.6436
13 H 25.3358 -4.9730 9.2659
14 O 24.3450 -8.9541 9.1922
15 H 24.1175 -8.1934 9.7381
16 H 25.1866 -9.2503 9.5491
17 O 27.6031 -8.8793 12.2569
18 H 26.8449 -8.2789 12.2235
19 H 28.3690 -8.3033 12.3176
20 O 24.0029 -9.7960 14.4801
21 H 23.8930 -8.8372 14.5153
22 H 24.9531 -9.9324 14.5203
23 O 22.5302 -4.8694 13.1446
24 H 22.9268 -5.7252 12.9331
25 H 22.6970 -4.7803 14.0870
26 O 22.1236 -7.1230 10.2418
27 H 21.3875 -6.5746 10.5264
28 H 22.7939 -7.0047 10.9325

These are the Löwdin partial charges, in e, on atoms 1 to 4: 0.157 -0.098 -0.019 -0.055

Formula: C2H7BNO2
Source: OMol25
Level of theory: ωB97M-V/def2-TZVPD

Values from the calculation:
2S+1	1
total charge	+1

Geometry (Å):
1 B 0.2419 -0.2670 0.0590
2 C 1.7474 -0.7342 1.4820
3 C -0.9326 0.4139 -0.5814
4 N -1.7871 1.4620 -0.0727
5 O 2.4306 -1.6085 1.0946
6 O 0.8198 -1.4206 -0.7533
7 H 1.9215 -0.1316 2.4408
8 H -1.1367 0.0344 -1.6393
9 H -2.7178 1.1455 -0.1038
10 H -1.8774 2.3066 -0.6243
11 H -1.2467 1.6935 0.7561
12 H 1.6234 -1.8061 -0.4163
13 H 0.9136 -1.0879 -1.6415

These are the Löwdin partial charges, in e, on atoms 1 to 4: -0.122 -0.085 -0.110 0.144

What are the relative energy (zero: lowest compared OMol25 entry of this formula, charge and spin) values for these records? In order: 25.5; 488.9 kJ/mol.
What are the LUMO energy values for these records? In order: 2.78; -3.58 eV.